# C14H50O14

C14H50O14 as an isolated structure at a distorted geometry (ωB97M-V/def2-TZVPD, the Open Molecules 2025 dataset).

Last column: Löwdin charge in e.
Geometry (Å):
1 C 7.7328 -1.9688 -6.8441  -0.11
2 H 9.1263 -4.3746 -7.3423  0.02
3 C 7.8370 -6.6672 -6.9161  -0.01
4 H 9.0142 -5.4342 -5.7527  0.10
5 O 7.2666 -6.1719 -5.6960  -0.08
6 H 9.0384 -7.4924 -4.5237  0.15
7 O 7.8185 -2.5984 -4.1842  -0.25
8 H 8.5946 -2.1607 -3.8270  -0.15
9 H 10.7445 -4.2656 -4.6356  -0.21
10 O 7.4416 -0.7329 -6.1743  -0.14
11 H 9.7589 -3.2897 -2.7516  -0.10
12 H 5.6004 -8.5540 -5.0716  0.17
13 O 4.8126 -2.0305 -2.5810  -0.08
14 H 8.5876 -2.3738 -6.3025  0.06
15 H 6.9341 -2.6898 -7.0180  0.11
16 H 8.7008 -0.4571 -4.5959  0.11
17 C 7.7068 -4.7328 -1.9593  -0.06
18 C 10.4784 -1.7406 -3.7572  -0.07
19 H 11.3892 -1.7686 -3.1590  0.11
20 H 8.3084 -1.2937 -3.0589  0.11
21 H 9.0848 -4.2969 -2.0469  -0.18
22 H 7.1778 -4.4618 -4.3366  0.15
23 H 10.1400 -0.7045 -3.7561  0.10
24 O 13.1136 -4.8736 -6.3630  -0.06
25 H 10.8875 -4.3221 -7.3870  0.08
26 C 9.9823 -3.9590 -7.8738  -0.14
27 O 9.6080 -3.5968 -1.6496  -0.06
28 H 8.7734 -7.3944 -2.8690  0.17
29 H 8.7847 -6.2115 -7.2029  0.08
30 H 5.8329 -3.8521 -2.6488  0.07
31 O 6.8515 -1.1822 -4.4616  -0.23
32 H 12.0148 -5.8941 -4.8743  0.10
33 H 11.1230 -5.5518 -6.3060  0.11
34 H 10.9230 -5.9266 -3.8340  0.15
35 H 6.5927 -0.7728 -5.7280  0.03
36 O 10.6667 -5.0020 -3.8653  -0.06
37 H 13.2967 -5.6833 -6.8451  0.07
38 H 7.1585 -1.9786 -4.9012  -0.08
39 H 7.2736 -8.9790 -3.7388  0.14
40 H 8.0033 -1.7445 -7.8759  0.09
41 H 7.9769 -7.7196 -6.6691  0.10
42 O 9.8853 -4.4217 -9.2202  -0.09
43 H 7.9063 -3.8903 -1.2972  0.15
44 O 8.8970 -5.3468 -2.4184  -0.11
45 O 6.4026 -8.0415 -5.1955  0.02
46 H 8.6171 -3.8784 -6.4526  0.05
47 H 12.5575 -4.4456 -3.1813  0.17
48 H 7.6738 0.2842 -3.2659  0.13
49 O 8.0852 -5.7199 -3.9734  -0.23
50 H 8.6110 -4.2421 -3.3300  0.08
51 H 6.9630 -4.4726 -2.7123  0.06
52 H 5.7268 -3.1281 -4.1192  0.12
53 H 11.5763 -3.2139 -1.1912  0.14
54 H 8.7000 -5.8738 -3.1963  -0.22
55 C 11.5004 -4.2023 -3.0742  -0.13
56 C 11.8768 -5.1311 -5.6404  -0.15
57 C 8.9990 -4.3626 -5.5538  -0.13
58 C 8.2938 -7.1345 -3.8127  -0.06
59 H 9.8809 -2.8750 -7.8202  0.10
60 C 8.1543 -3.9803 -4.2844  -0.17
61 H 9.3828 -5.2382 -9.2692  0.06
62 H 7.2632 -5.4483 -1.2670  0.13
63 H 6.3449 -7.6544 -3.1399  0.15
64 C 7.9442 -0.6107 -3.8264  -0.09
65 H 4.6459 -1.4062 -3.2910  0.07
66 H 10.6501 -1.9080 -4.8205  0.13
67 C 7.0036 -7.9460 -3.9579  -0.15
68 H 6.8916 -6.9452 -5.2683  -0.09
69 H 6.8930 -2.4340 -3.0194  0.08
70 H 11.0910 -4.9358 -1.0408  0.13
71 H 7.7240 -5.5642 -4.8491  -0.11
72 H 11.5045 -3.2137 -3.5333  0.09
73 H 7.1492 -6.6170 -7.7602  0.11
74 H 11.5242 -4.1916 -5.2149  0.01
75 C 5.8878 -2.8514 -3.0772  -0.13
76 C 10.9981 -4.0254 -1.6330  -0.05
77 O 9.4529 -2.5200 -3.2370  -0.14
78 O 10.3394 -3.8835 -5.4176  -0.20

The net charge is 0. The total energy comes out at -43940.15821 eV.